# 1
The following is a quantum chemistry calculation of a cluster of 14 separate species, C56H84O28 in total in a non-equilibrium geometry, from the Open Molecules 2025 dataset.

Geometry as XYZ:
```
168
C56H84O28 | the Open Molecules 2025 dataset | ωB97M-V/def2-TZVPD
O 3.5560 1.3429 1.0123
C 3.3011 1.6035 2.1880
O 3.8244 0.9023 3.2102
C 3.5616 1.5253 4.4989
C 2.3687 2.4569 4.2109
C 2.4309 2.7435 2.7039
H 4.4408 2.0829 4.8217
H 3.3863 0.7663 5.2613
H 2.3523 3.2984 4.9035
H 1.4977 1.8935 4.5457
H 2.9721 3.6421 2.4075
H 1.4134 2.6496 2.3245
O 0.6612 -1.1214 -4.1293
C 1.8889 -1.2638 -4.4034
O 2.6283 -2.0193 -3.5915
C 3.8200 -2.4571 -4.1480
C 4.0689 -1.5295 -5.3337
C 2.6740 -0.9023 -5.6818
H 3.7687 -3.4694 -4.5489
H 4.6316 -2.5403 -3.4251
H 4.3869 -2.1215 -6.1919
H 4.7945 -0.7232 -5.2260
H 2.2099 -1.4844 -6.4780
H 2.6299 0.1753 -5.8397
O -1.8979 7.6337 -0.4342
C -2.2667 6.4764 -0.4854
O -1.7697 5.5021 0.3840
C -2.3846 4.2383 0.0885
C -3.1045 4.4031 -1.1626
C -3.2225 5.8824 -1.4855
H -3.0988 4.0933 0.8991
H -1.7552 3.3498 0.0385
H -4.1271 4.0376 -1.0693
H -2.8081 3.8253 -2.0380
H -4.2269 6.2946 -1.3879
H -2.8575 6.0850 -2.4924
O 0.7923 -3.7127 0.5935
C 0.2898 -4.7682 0.1659
O 0.5725 -5.2246 -1.0563
C 0.3200 -6.6233 -1.1375
C -0.6437 -6.8347 0.0615
C -0.3512 -5.7682 1.0768
H 1.1127 -7.3714 -1.1351
H -0.1098 -6.9032 -2.0993
H -0.6923 -7.8774 0.3754
H -1.6431 -6.6983 -0.3517
H 0.2695 -6.2140 1.8540
H -1.2629 -5.3118 1.4624
O 4.1264 -3.4643 4.7692
C 2.9373 -3.2246 4.7847
O 2.3871 -2.2397 4.0274
C 1.0756 -2.0055 4.3637
C 0.5291 -3.2804 5.0557
C 1.8497 -3.7775 5.7591
H 0.5672 -1.7738 3.4277
H 1.0446 -1.1074 4.9806
H 0.2443 -4.0736 4.3643
H -0.2614 -3.0140 5.7574
H 1.9313 -4.8644 5.7684
H 1.9992 -3.3461 6.7488
O 7.2538 -3.0520 0.8140
C 6.1149 -2.7087 0.5860
O 5.4288 -3.3103 -0.4800
C 4.1592 -2.7147 -0.5533
C 3.8465 -2.1128 0.7965
C 5.2216 -1.6135 1.1965
H 3.4986 -3.5637 -0.7298
H 4.1499 -1.9995 -1.3758
H 3.4479 -2.8241 1.5199
H 3.1421 -1.2878 0.9029
H 5.3225 -1.6186 2.2818
H 5.3423 -0.6651 0.6731
O -3.3045 -5.4189 -1.5477
C -2.7331 -4.4493 -2.1271
O -1.7846 -4.6254 -3.0394
C -1.0254 -3.4074 -3.3251
C -1.8694 -2.3152 -2.6688
C -3.0070 -2.9954 -2.0143
H -0.9192 -3.2376 -4.3966
H -0.0941 -3.5398 -2.7745
H -2.1822 -1.5274 -3.3540
H -1.3187 -1.7982 -1.8830
H -3.9135 -2.6034 -2.4754
H -2.9693 -2.7434 -0.9545
O 3.2362 1.7907 -4.0880
C 4.3304 1.6982 -3.5801
O 5.4340 2.2618 -4.1142
C 6.5388 1.7418 -3.4222
C 6.0959 0.5890 -2.4960
C 4.6319 0.9563 -2.2829
H 7.1285 2.4665 -2.8609
H 7.3339 1.4004 -4.0850
H 6.6748 0.5750 -1.5725
H 6.1659 -0.3250 -3.0859
H 4.6283 1.6421 -1.4356
H 3.9843 0.0943 -2.1226
O -6.6100 -0.9493 0.6226
C -6.5495 0.2537 0.8750
O -7.3261 0.7944 1.8688
C -7.0424 2.1742 2.0494
C -5.9745 2.4974 0.9048
C -5.3313 1.1334 0.6819
H -6.6856 2.5359 3.0138
H -8.0058 2.6646 1.9095
H -5.1813 3.2323 1.0421
H -6.5225 2.6979 -0.0158
H -4.5322 0.8764 1.3772
H -4.9735 1.0509 -0.3444
O -3.1504 4.8164 -6.1036
C -2.4095 3.9469 -5.6685
O -2.5170 3.5526 -4.4048
C -1.6575 2.4459 -4.1032
C -0.6464 2.5426 -5.2056
C -1.3640 3.1204 -6.3918
H -2.1634 1.4833 -4.1776
H -1.1896 2.6077 -3.1321
H -0.3035 1.5124 -5.3010
H 0.1934 3.1924 -4.9596
H -1.7188 2.3510 -7.0776
H -0.6709 3.8115 -6.8715
O -1.5608 2.4308 2.6734
C -2.2345 1.9301 3.5768
O -3.4545 1.4694 3.3791
C -4.0820 0.9711 4.5551
C -3.0500 1.0535 5.6750
C -1.8503 1.8116 5.0481
H -4.4427 -0.0487 4.4210
H -4.9793 1.5829 4.6489
H -2.7193 0.0420 5.9105
H -3.4020 1.3906 6.6499
H -0.8871 1.3167 5.1717
H -1.8466 2.8073 5.4916
O -2.6427 -4.8185 3.5953
C -3.4439 -3.9765 3.2378
O -4.2848 -4.2511 2.2155
C -5.1196 -3.1637 1.8116
C -4.6224 -2.1212 2.7363
C -3.5534 -2.5220 3.6932
H -6.0923 -3.5363 2.1329
H -5.0419 -2.7549 0.8042
H -5.4312 -1.8184 3.4014
H -4.3753 -1.1613 2.2828
H -3.8787 -2.4685 4.7322
H -2.6052 -1.9904 3.6135
O -2.5820 -0.6147 0.5931
C -1.5472 -0.0207 0.2804
O -1.4735 0.8796 -0.7523
C -0.1707 0.9859 -1.2777
C 0.6501 -0.1328 -0.6015
C -0.1642 -0.3938 0.7075
H 0.3113 1.9552 -1.1508
H -0.1634 0.8942 -2.3639
H 1.6752 0.2017 -0.4417
H 0.6958 -0.9680 -1.3003
H -0.0950 0.1805 1.6313
H -0.0284 -1.4459 0.9577
O 1.9285 6.1336 1.1787
C 2.1043 5.4648 0.1748
O 3.3410 5.0699 -0.1409
C 3.3269 4.0485 -1.1310
C 2.0465 4.3605 -1.8926
C 1.1268 4.9083 -0.8349
H 3.2418 3.0635 -0.6719
H 4.1757 4.0842 -1.8138
H 1.5402 3.4947 -2.3194
H 2.2507 5.0886 -2.6776
H 0.5241 4.1012 -0.4186
H 0.3962 5.5905 -1.2694
```

As for the HOMO-LUMO gap: 9.841 eV. The calculation puts the energy relative to the best compared isomer or geometry (same formula, charge and spin) at 427.1 kJ/mol. For the HOMO energy, the calculation gives -9.879 eV.

---

# 2
The following is a quantum chemistry calculation of a structure of composition C56H89BrCl3FN17O4 in a non-equilibrium geometry, from the Open Molecules 2025 dataset.

Geometry as XYZ:
```
171
C56H89BrCl3FN17O4 | the Open Molecules 2025 dataset | ωB97M-V/def2-TZVPD
C 5.2506 -1.0668 -0.1721
C 4.8896 0.4142 -0.4639
C 4.5247 1.1679 0.8450
C 3.3745 2.1987 0.6866
C 2.0412 1.5794 0.1703
C 0.7429 1.7208 1.0379
C 1.0857 1.3820 2.5104
C 1.8282 0.0752 2.7522
O 2.0785 -0.2821 3.9060
N -0.2472 0.6487 0.5041
N -0.8308 -0.1246 1.5316
C -1.1329 1.0575 -0.6767
C -2.1240 -0.1212 -0.9419
C -1.5453 -1.5527 -1.1381
C -1.8001 -2.1070 -2.5745
C -3.1122 -2.8904 -2.7496
O -4.1505 -1.9370 -3.1026
C -5.4429 -2.4155 -3.1006
C -6.4413 -1.5587 -2.3592
O -5.7453 -3.4435 -3.7099
C -0.3132 1.2027 -1.9978
F 0.1476 2.5240 -2.1947
C 0.8235 0.2078 -2.3191
C 1.9911 0.8586 -3.0943
C -1.9107 2.3995 -0.3183
C -2.9354 2.2477 0.8480
C -4.3400 1.6617 0.5193
C -5.4378 2.7326 0.6882
C -2.7133 3.1207 -1.4486
Cl -3.4189 2.2768 -2.8124
C -3.0309 4.4613 -1.4452
C -3.8448 5.1480 -2.5365
Cl -2.6001 5.5646 -0.1668
O -0.9271 3.3614 0.0778
C 0.0843 3.1610 0.9623
Cl 1.2842 4.4081 0.4620
Br -0.5330 3.8393 2.7438
H 6.2215 -1.1515 0.3397
H 5.2644 -1.6868 -1.0854
H 4.4974 -1.4718 0.5271
H 5.7222 0.9065 -0.9884
H 4.0328 0.4206 -1.1621
H 5.3959 1.7799 1.1335
H 4.3617 0.4729 1.6813
H 3.7177 2.8931 -0.1003
H 3.2984 2.8161 1.5860
H 2.2439 0.5085 -0.0121
H 1.8262 2.0427 -0.8091
H 0.1946 1.2819 3.1360
H 1.6890 2.1821 2.9581
H 2.1114 -0.5738 1.8964
H 0.3985 -0.0289 0.0799
H -0.6139 -1.1112 1.4681
H -1.7824 0.0876 1.7860
H -2.8544 -0.2031 -0.1285
H -2.7087 0.0951 -1.8334
H -2.0742 -2.2252 -0.4426
H -0.4717 -1.6772 -0.9360
H -0.9732 -2.7745 -2.8576
H -1.8225 -1.2839 -3.3114
H -3.0184 -3.6548 -3.5380
H -3.3809 -3.4312 -1.8238
H -7.4113 -2.0673 -2.3059
H -6.0824 -1.2841 -1.3573
H -6.5745 -0.6206 -2.9238
H -1.0456 1.0342 -2.7954
H 1.3160 -0.3025 -1.4759
H 0.4366 -0.5781 -2.9861
H 1.6604 1.3465 -4.0175
H 2.5592 1.5596 -2.4646
H 2.6708 0.0280 -3.3282
H -3.1393 3.3009 1.1127
H -2.5040 1.8507 1.7755
H -4.4063 1.1443 -0.4443
H -4.5409 0.8837 1.2816
H -5.4705 2.9873 1.7640
H -6.4355 2.3418 0.4412
H -5.2029 3.6550 0.1459
H -3.9816 6.2083 -2.3111
H -4.8225 4.6576 -2.6709
H -3.2947 5.0660 -3.4901
C 0.6259 5.2718 6.7300
C -0.6215 5.4521 5.9922
N -1.6185 5.5946 5.4111
H 1.3407 6.0380 6.4358
H 0.4339 5.3494 7.7993
H 1.0460 4.2943 6.5037
C -0.8484 -0.2819 5.3022
C -2.0841 -0.0906 4.5460
N -3.0610 0.0772 3.9359
H -0.0736 0.3898 4.9345
H -1.0272 -0.0746 6.3562
H -0.5064 -1.3086 5.1902
C 5.0480 3.1529 5.5390
C 3.7504 3.4336 4.9316
N 2.7176 3.6581 4.4432
H 5.7670 3.8990 5.2179
H 4.9609 3.1747 6.6250
H 5.3944 2.1698 5.2258
C -7.3767 -6.0622 -2.7195
C -7.4439 -6.8228 -1.4764
N -7.5024 -7.3821 -0.4579
H -7.6330 -6.6878 -3.5721
H -8.0752 -5.2295 -2.6669
H -6.3718 -5.6675 -2.8592
C -1.2313 2.0133 -7.0318
C -0.8407 1.1254 -5.9413
N -0.5302 0.4284 -5.0629
H -1.5758 1.4250 -7.8807
H -2.0366 2.6667 -6.6978
H -0.3814 2.6195 -7.3402
C 6.2838 -5.1665 -0.6138
C 6.9292 -4.0875 0.1270
N 7.4450 -3.2329 0.7245
H 5.8013 -4.7670 -1.5043
H 7.0060 -5.9263 -0.9089
H 5.5268 -5.6141 0.0234
C -4.4511 -7.9020 0.7418
C -3.2230 -7.1513 0.4809
N -2.2648 -6.5284 0.2625
H -4.6662 -7.9063 1.8097
H -5.2790 -7.4344 0.2154
H -4.3463 -8.9291 0.3969
C 4.9554 2.7782 -6.7577
C 4.0789 3.3471 -7.7820
N 3.3832 3.7995 -8.5982
H 5.9164 3.2887 -6.7763
H 4.5163 2.8950 -5.7719
H 5.1140 1.7197 -6.9486
C 8.6850 5.2927 2.9617
C 7.4648 4.4891 2.9292
N 6.4939 3.8486 2.9032
H 9.4040 4.8979 2.2461
H 8.4530 6.3244 2.7034
H 9.1209 5.2626 3.9588
C 6.5184 -0.5582 -2.6975
C 6.2610 0.5677 -3.5904
N 6.0565 1.4594 -4.3077
H 6.3874 -1.4982 -3.2263
H 7.5511 -0.4925 -2.3520
H 5.8460 -0.5448 -1.8452
C -8.3076 -5.6907 2.9154
C -7.5243 -6.4064 3.9171
N -6.8892 -6.9638 4.7162
H -9.3359 -5.5798 3.2546
H -7.8779 -4.7028 2.7524
H -8.2965 -6.2458 1.9768
C -0.1542 -4.5785 4.2043
C -0.8591 -3.5517 3.4406
N -1.4209 -2.7322 2.8335
H -0.2201 -5.5330 3.6883
H 0.8936 -4.3001 4.3115
H -0.6015 -4.6822 5.1898
C 4.2190 -3.4030 3.2519
C 3.9160 -4.1184 2.0140
N 3.6745 -4.6853 1.0269
H 4.5567 -2.3940 3.0246
H 3.3306 -3.3438 3.8771
H 5.0060 -3.9251 3.7941
C -6.4791 6.8058 1.9547
C -6.5461 6.1497 0.6505
N -6.5989 5.6223 -0.3845
H -6.1958 7.8492 1.8282
H -7.4509 6.7562 2.4427
H -5.7385 6.3087 2.5799
C 3.8867 -3.4269 -5.0586
C 3.7851 -2.5940 -3.8620
N 3.7048 -1.9255 -2.9131
H 4.7652 -4.0664 -4.9903
H 2.9986 -4.0499 -5.1485
H 3.9713 -2.7945 -5.9409
```

As for the HOMO-LUMO gap: 9.185 eV. The net charge is +1. For the HOMO energy, the calculation gives -10.817 eV.

---

Q: HOMO-LUMO gap of number 2 (C56H89BrCl3FN17O4)?
A: 9.185 eV